Record 1
DFT (ωB97M-V/def2-TZVPD) results for a molecular structure, C23H37NO15Zr at a distorted geometry.

The geometry in XYZ format:
```
77
Properties=species:S:1:pos:R:3:lowdin_charge:R:1
Zr 0.7764 -1.2650 2.4645 2.1091
C -2.1477 2.4312 0.9087 0.0003
C -0.8546 1.8764 0.2614 -0.4594
C -0.4220 2.8334 -0.8763 -0.1225
C 0.3311 4.0714 -0.4264 -0.1602
C 1.4559 3.7450 0.5596 -0.1246
C 0.9773 2.8553 1.7249 -0.4989
N 0.2651 1.7154 1.1890 -0.0824
O 0.2226 0.6830 2.0194 -0.2490
C 0.1725 3.7513 2.6882 -0.0126
C 2.2438 2.4722 2.4723 -0.0337
C -1.1529 0.5622 -0.4479 -0.0447
H -3.0310 1.8532 0.6342 0.0876
H -2.2821 3.4711 0.6195 0.0866
H -2.1452 2.4032 1.9996 0.0818
H -1.3421 3.1513 -1.3669 0.1316
H 0.1738 2.2766 -1.6021 0.1228
H -0.3155 4.7820 0.0996 0.1133
H 0.7457 4.6019 -1.2827 0.1230
H 1.9240 4.6434 0.9484 0.1275
H 2.1903 3.1524 -0.0012 0.1289
H -0.0886 3.2010 3.5938 0.0932
H -0.7294 4.1704 2.2461 0.0715
H 0.7486 4.6386 2.9520 0.0989
H 2.8122 3.3432 2.7712 0.1054
H 2.8183 1.7053 1.9383 0.0899
H 1.9863 1.8869 3.3688 0.0705
H -1.4708 -0.1966 0.2661 0.0698
H -0.2868 0.2379 -1.0224 0.0716
H -1.9555 0.7061 -1.1707 0.1072
C 1.5724 -1.7828 -1.5207 0.0520
C 1.3381 -1.6401 -0.0766 -0.5771
O 0.2286 -1.9452 0.5295 -0.1646
O 2.2056 -1.1584 0.7240 -0.0734
H 2.4959 -1.2805 -1.7907 0.1137
H 0.7488 -1.3571 -2.0940 0.0887
H 1.6077 -2.8305 -1.8285 0.1170
C 1.7538 -1.2008 -6.8127 -0.0963
C 0.3129 -1.4026 -7.2843 -0.0853
O -0.2018 -2.3459 -6.3231 0.0724
C 0.6053 -2.3889 -5.2552 -0.5814
O 0.4538 -3.1159 -4.3243 0.1371
O 1.6877 -1.6001 -5.4356 0.0557
H 2.0322 -0.1487 -6.8358 0.1307
H 2.4875 -1.7316 -7.4155 0.1354
H 0.2523 -1.9093 -8.2455 0.1357
H -0.2758 -0.4912 -7.3639 0.1321
C -4.3037 -3.1795 1.5177 0.0000
C -4.7276 -2.2035 2.6307 -0.0079
O -3.4486 -1.6867 3.1281 0.1291
C -2.4710 -2.2307 2.4585 -0.5530
O -1.2846 -2.0781 2.7599 -0.0495
O -2.8525 -2.9493 1.4483 0.0974
H -4.6718 -2.8103 0.5604 0.1297
H -4.5172 -4.2344 1.6284 0.1488
H -5.1697 -2.7187 3.4802 0.1438
H -5.3364 -1.3572 2.3387 0.1458
C 5.1665 0.5903 5.5467 -0.0381
C 5.8284 0.7745 4.1666 -0.0264
O 4.8601 0.1435 3.2810 0.1319
C 3.7502 -0.0431 3.9277 -0.5828
O 2.7372 -0.4908 3.4004 -0.0451
O 3.8063 0.2510 5.1986 0.1287
H 5.1735 1.5364 6.0746 0.1432
H 5.6638 -0.1879 6.1174 0.1445
H 6.7687 0.2585 4.0140 0.1445
H 5.9507 1.8326 3.9491 0.1416
C -2.4482 -3.1195 -2.9305 -0.0554
C -2.6031 -2.2222 -1.6964 -0.1337
O -3.9502 -1.7860 -1.7353 0.0383
C -4.6705 -2.5888 -2.5778 -0.5751
O -5.8505 -2.6185 -2.6155 0.1855
O -3.8471 -3.4159 -3.2412 0.0681
H -2.0049 -4.0911 -2.7597 0.1365
H -2.1111 -2.5862 -3.8144 0.1209
H -1.9362 -1.3733 -1.6150 0.0857
H -2.4256 -2.8450 -0.8172 0.1087
```

Its HOMO energy is -13.35 eV. The total energy comes out at -2128.578509 a.u. As for the charge: +2. For the frontier orbital gap, the calculation gives 6.272 eV.

---

Record 2
DFT (ωB97M-V/def2-TZVPD) results for a gas-phase ion, C4H8NO (charge +1) at a distorted geometry.

The geometry in XYZ format:
```
14
Properties=species:S:1:pos:R:3:nbo_charge:R:1
C 0.0617 -1.0142 0.0304 0.0879
C -1.3049 -1.1201 0.0929 -0.0513
C -2.2757 1.0701 0.0217 0.2181
C 2.3184 0.1885 -0.0134 -0.3991
N 0.8165 0.0777 -0.0365 -0.5090
O -2.2870 -0.1782 0.0417 -0.2784
H 0.5460 -1.9667 0.0627 0.2473
H -1.7293 -2.0848 0.2033 0.2296
H -1.3368 1.8035 -0.1488 0.1798
H -3.2411 1.4775 -0.1868 0.2084
H 2.6997 0.4171 0.9254 0.2216
H 2.8924 -0.6417 -0.2497 0.2306
H 2.3972 0.9510 -0.7244 0.2179
H 0.4430 1.0204 -0.0186 0.3967
```

The energy relative to the best compared isomer or geometry (same formula, charge and spin) comes out at 311.1 kJ/mol. Its HOMO energy (spin up / spin down) is -13.30 / -13.30 eV. The total energy comes out at -286.824009 a.u. As for the charge: +1. For the frontier orbital gap (spin up / spin down), the calculation gives 7.550 / 7.551 eV.

---

Record 3
DFT (ωB97M-V/def2-TZVPD) results for 2 unconnected molecules or ions with the total composition C5H13O2 at a distorted geometry.

The geometry in XYZ format:
```
20
Properties=species:S:1:pos:R:3:nbo_charge:R:1
C -2.1737 -0.0180 0.9979 -0.0032
O -2.9573 1.0010 1.4761 -0.9499
C -0.6392 0.0112 1.2557 -0.4217
C 0.3684 -0.9064 0.5002 -0.4050
C 0.9358 -0.3365 -0.8042 -0.3897
C 1.4746 -1.5592 -1.7515 -0.6130
H -2.5013 -1.0934 1.3208 0.0570
H -2.2341 -0.0518 -0.1271 0.0627
H -0.5198 -0.1136 2.3796 0.1792
H -0.2732 0.9876 1.0186 0.1486
H -0.1807 -1.9370 0.2556 0.1700
H 1.1405 -1.3286 1.1052 0.1895
H 1.8578 0.2688 -0.5805 0.1852
H 0.1938 0.2723 -1.3616 0.2085
H 2.1303 -1.2383 -2.5691 0.1910
H 0.4435 -1.8763 -2.2407 0.2012
H 1.9560 -2.2834 -1.1449 0.1950
H 0.3813 2.8077 0.6756 0.4919
H -0.1297 3.8570 -0.4310 0.4733
O 0.7268 3.5370 0.0252 -0.9704
```

The energy relative to the best compared isomer or geometry (same formula, charge and spin) comes out at 189.2 kJ/mol. Its HOMO energy is -2.40 eV. The total energy comes out at -348.727803 a.u. As for the charge: -1. For the frontier orbital gap, the calculation gives 6.063 eV.

---

Record 4
DFT (ωB97M-V/def2-TZVPD) results for a molecular structure, C7H11NO.

The geometry in XYZ format:
```
20
Properties=species:S:1:pos:R:3:nbo_charge:R:1
C 0.2361 0.8460 0.6162 -0.0564
C 1.4493 -0.1088 0.8144 -0.2529
C 1.8189 -0.3629 -0.6467 -0.0854
C -0.3481 -0.4139 -0.0568 0.1862
C 0.4075 -1.2409 1.0064 -0.4128
C -1.7720 -0.6119 -0.4146 -0.1864
C -2.7735 0.0840 0.1068 -0.3795
H 0.4119 1.8176 -1.1334 0.3677
H -0.3693 2.6862 -0.0050 0.3646
H -0.2335 1.0815 1.5759 0.2011
H 2.2606 0.0868 1.5134 0.2206
H 2.3015 0.5037 -1.1094 0.1871
H 2.4303 -1.2649 -0.8093 0.1841
H 0.7022 -2.2622 0.7207 0.2133
H -0.0943 -1.2297 1.9748 0.2152
H -1.9571 -1.4064 -1.1436 0.2153
H -2.6027 0.8866 0.8170 0.1887
H -3.8047 -0.0966 -0.1846 0.2040
N 0.4045 2.0543 -0.1419 -0.8363
O 0.5018 -0.5415 -1.2222 -0.5380
```

The energy relative to the best compared isomer or geometry (same formula, charge and spin) comes out at 203.6 kJ/mol. Its HOMO energy is -9.00 eV. The total energy comes out at -403.256426 a.u. For the frontier orbital gap, the calculation gives 9.980 eV.

---

Record 5
DFT (ωB97M-V/def2-TZVPD) results for a molecular structure, C15H22CoN2O9P2S2 at a distorted geometry.

The geometry in XYZ format:
```
53
Properties=species:S:1:pos:R:3:nbo_charge:R:1
Co 0.5110 0.0450 0.2605 1.3050
C 1.6336 -4.0941 0.2386 -0.6547
C 1.1739 -2.6888 -0.0798 -0.4986
O 1.1755 -1.7717 1.0688 -0.7325
P -0.5372 -2.5889 -0.7115 2.3853
O -1.4233 -3.6644 0.0260 -0.9848
O -0.5718 -3.0699 -2.2039 -0.9987
O -1.0106 -1.2157 -0.3862 -1.1230
P 2.3650 -1.7693 -1.1744 2.3833
O 1.9786 -2.3375 -2.6544 -1.0419
O 3.7597 -2.0612 -0.8558 -1.0655
O 1.7863 -0.3655 -1.0843 -1.1067
H 1.0575 -4.5208 1.0634 0.2282
H 2.6932 -4.0885 0.4902 0.2654
H 1.4881 -4.7342 -0.6346 0.2457
H 1.0191 -2.2251 1.8992 0.5227
H -1.8764 -4.3109 -0.5522 0.5394
H 0.2474 -2.8228 -2.7139 0.5547
H 2.7689 -2.7122 -3.0946 0.5412
C -1.7959 4.1001 -4.1828 -0.4217
N -0.9373 3.1747 -3.4579 -0.1527
N -1.0874 2.9265 -2.1104 -0.2227
C -0.2119 1.9534 -1.7389 0.5887
O -0.1573 1.6135 -0.5027 -0.6973
C 0.4996 1.5818 -2.8970 -0.4079
C 0.0188 2.3582 -3.9304 0.2705
C 0.4176 2.3688 -5.3637 -0.6622
C -1.9955 3.6392 -1.2641 0.1766
C -1.8603 5.0113 -1.0964 -0.2334
C -2.7502 5.6814 -0.2683 -0.1932
C -3.7449 4.9784 0.3986 -0.1896
C -3.8593 3.6039 0.2372 -0.1905
C -2.9862 2.9261 -0.6019 -0.2271
H -2.7814 4.1109 -3.7300 0.2388
H -1.8887 3.7466 -5.2068 0.2333
H -1.3867 5.1105 -4.1813 0.2197
H 1.2867 0.8496 -2.9386 0.2681
H 1.3344 1.7985 -5.4886 0.2498
H 0.5919 3.3838 -5.7220 0.2397
H -0.3543 1.9136 -5.9879 0.2407
H -1.0612 5.5441 -1.5985 0.2277
H -2.6550 6.7523 -0.1324 0.2320
H -4.4343 5.5056 1.0503 0.2308
H -4.6410 3.0590 0.7561 0.2254
H -3.0614 1.8550 -0.7493 0.2289
C -1.9499 0.1217 2.2290 -0.2536
O -0.5790 0.4111 1.8424 -0.5567
C 0.3211 0.9582 2.7147 -0.0799
S 0.0706 1.2672 4.2864 0.0292
S 1.8045 1.1877 1.9054 0.1709
H -2.3679 1.0088 2.6889 0.2205
H -1.9605 -0.7158 2.9180 0.2080
H -2.4536 -0.1286 1.3043 0.2246
```

Its HOMO energy (spin up / spin down) is -11.48 / -11.42 eV. The total energy comes out at -4233.305146 a.u. As for the charge: +1. For the frontier orbital gap (spin up / spin down), the calculation gives 8.589 / 6.455 eV.

---

Record 6
DFT (ωB97M-V/def2-TZVPD) results for 2 unconnected molecules or ions with the total composition C5H12 at a distorted geometry.

The geometry in XYZ format:
```
17
Properties=species:S:1:pos:R:3:nbo_charge:R:1
C -1.7003 -0.8597 2.3519 -0.4023
C -0.5432 -0.8028 1.5851 -0.1661
C 0.6454 -1.8300 1.3257 -0.6745
H -2.5282 -1.6498 2.5515 0.2115
H -2.0772 0.1127 2.6317 0.1852
H -0.7016 -0.2399 0.8186 0.1776
H 1.2845 -1.3610 0.5539 0.2214
H 1.0972 -2.1349 2.2746 0.2297
H 0.2726 -2.8685 0.9986 0.2168
C 0.7361 2.1451 -1.6282 -0.5950
C 0.3633 0.7336 -2.1364 -0.6062
H 0.8777 2.0085 -0.6646 0.1953
H -0.0141 2.9498 -1.8993 0.2015
H 1.5639 2.6482 -2.0712 0.2000
H 1.1353 -0.0440 -1.9854 0.2017
H -0.4772 0.5703 -1.5257 0.1990
H 0.0658 0.6224 -3.1809 0.2046
```

The SMILES is C=CC.CC. The energy relative to the best compared isomer or geometry (same formula, charge and spin) comes out at 411.7 kJ/mol. Its HOMO energy is -8.48 eV. The total energy comes out at -197.552338 a.u. For the frontier orbital gap, the calculation gives 9.275 eV.